--- w ---
The following is a DFT calculation (ωB97M-V/def2-TZVPD) of one molecule with the formula CHNO4.

HOMO-LUMO gap	11.1	eV
HOMO	-11.5	eV
LUMO	-0.4	eV
charge	0

The geometry in XYZ format:
```
7
Properties=species:S:1:pos:R:3:mulliken_charge:R:1
O -2.13592 -1.14510 -0.21132 -0.271
C -1.35461 -0.33899 0.08723 0.302
O 0.34284 -0.75957 0.04223 -0.440
N 1.22848 0.29654 -0.06879 1.192
O 2.34146 -0.04447 -0.00847 -0.550
O 0.76727 1.37141 -0.21034 -0.617
H -1.18952 0.62016 0.36946 0.382
```


--- x ---
The following is a DFT calculation (ωB97M-V/def2-TZVPD) of one molecule with the formula CHNO4.

HOMO-LUMO gap	8.6	eV
HOMO	-10.0	eV
LUMO	-1.4	eV
charge	0

The geometry in XYZ format:
```
7
Properties=species:S:1:pos:R:3:mulliken_charge:R:1
O 1.13948 1.79413 0.62971 -0.213
N 0.69324 0.93524 1.32821 0.065
C 0.39918 -0.30530 0.59258 0.636
O 0.42761 -1.42800 0.87890 -0.367
O -0.17509 0.21532 -0.54810 -0.134
O -0.76179 -0.79643 -1.29270 -0.351
H -1.72263 -0.41496 -1.58860 0.364
```


Which of them is most stable? Easy: w.


--- w ---
The following is a DFT calculation (ωB97M-V/def2-TZVPD) of one molecule with the formula C3H6N2O2.

HOMO-LUMO gap	10.7	eV
HOMO	-10.0	eV
LUMO	0.7	eV
charge	0

The geometry in XYZ format:
```
13
Properties=species:S:1:pos:R:3:mulliken_charge:R:1
O 1.03281 0.59657 1.85445 -0.508
C 0.24121 1.37902 1.37310 0.168
C -0.76393 0.93032 0.34436 -0.526
N -0.76732 -0.47370 0.05403 -0.376
N 0.50366 -0.82688 -0.46769 0.003
C 0.54625 -1.52614 -1.66945 0.062
O 1.55283 -1.89415 -2.20848 -0.539
H 0.17962 2.44024 1.62849 0.356
H -0.61954 1.56697 -0.55501 0.273
H -1.80140 1.21736 0.69342 0.317
H -0.90192 -1.03465 0.90470 0.251
H 1.28798 -0.80481 0.14557 0.199
H -0.49026 -1.57016 -2.09747 0.322
```


--- x ---
The following is a DFT calculation (ωB97M-V/def2-TZVPD) of one molecule with the formula C3H6N2O2.

HOMO-LUMO gap	8.5	eV
HOMO	-8.1	eV
LUMO	0.4	eV
charge	0

The geometry in XYZ format:
```
13
Properties=species:S:1:pos:R:3:mulliken_charge:R:1
N -2.09075 -0.16402 -0.26105 -0.345
C -0.78236 -0.10111 -0.12283 0.585
O -0.22533 0.99951 -0.50812 -0.363
C 0.07964 -1.11128 0.60790 -0.426
O 0.75715 -0.31112 1.43634 -0.732
C 1.18723 1.10928 -0.19640 0.242
N 1.96543 0.70857 -1.09682 -0.636
H -2.61863 0.63340 -0.59005 0.248
H -2.58802 -0.98737 0.04225 0.230
H 0.67080 -1.66792 -0.15690 0.262
H -0.60343 -1.85702 1.07390 0.317
H 1.32445 1.79269 0.63229 0.357
H 2.92381 0.95641 -0.86052 0.262
```


Which of them is most stable? Easy: w.


--- w ---
The following is a DFT calculation (ωB97M-V/def2-TZVPD) of one molecule with the formula C3H6N2O2.

HOMO-LUMO gap	10.2	eV
HOMO	-9.8	eV
LUMO	0.3	eV
charge	0

The geometry in XYZ format:
```
13
Properties=species:S:1:pos:R:3:mulliken_charge:R:1
C -1.89591 1.12806 0.16206 -0.679
N -0.75006 0.24322 0.24258 -0.438
N 0.32005 0.78819 0.01706 0.813
O 0.71394 1.95124 -0.11154 -0.661
C 1.56332 -0.32171 0.15021 0.445
C 1.09156 -1.67340 -0.26134 -0.727
O 2.61829 0.09360 0.43305 -0.382
H -2.45612 0.80292 -0.77251 0.244
H -1.46043 2.14561 0.19601 0.333
H -2.66053 1.00737 0.93797 0.234
H 0.05006 -1.59958 -0.66841 0.293
H 1.04303 -2.48431 0.63367 0.237
H 1.82278 -2.08123 -0.95882 0.289
```


--- x ---
The following is a DFT calculation (ωB97M-V/def2-TZVPD) of one molecule with the formula C3H6N2O2.

HOMO-LUMO gap (alpha / beta)	8.3 / 8.3	eV
HOMO (alpha / beta)	-8.1 / -8.1	eV
LUMO (alpha / beta)	0.2 / 0.2	eV
charge	0

The geometry in XYZ format:
```
13
Properties=species:S:1:pos:R:3:mulliken_charge:R:1
C -0.54516 1.06006 -0.64168 0.519
C 2.34459 0.04100 -0.04461 -0.578
C -2.12635 -0.49001 0.46326 -0.844
N 1.21540 -0.25493 -0.85644 -0.483
N -0.86314 -0.08761 -0.11965 0.274
O -0.89058 2.11814 -1.01824 -0.394
O 0.20341 -0.96136 -0.05116 -0.222
H 2.93512 -0.87569 0.10934 0.236
H 2.94975 0.75954 -0.60249 0.294
H 2.09097 0.45707 0.94194 0.258
H -1.96375 -0.81800 1.49078 0.289
H -2.80134 0.36388 0.44569 0.372
H -2.54893 -1.31210 -0.11673 0.278
```


Which of them is most stable? Easy: w.